Entry 1:
{
  "formula": "C9H15N3O",
  "method": "ωB97M-V/def2-TZVPD",
  "charge": 0,
  "e_above_lowest_kj_mol": 26.01,
  "homo_lumo_gap_ev": 10.726,
  "smiles": "CC1(C)CCC[C@]1(O)n1cncn1",
  "elements": ["C", "C", "C", "C", "C", "C", "C", "O", "N", "C", "N", "C", "N", "H", "H", "H", "H", "H", "H", "H", "H", "H", "H", "H", "H", "H", "H", "H"],
  "coordinates": [[0.563, -0.669, 1.657], [0.849, -0.636, 0.133], [0.918, -2.094, -0.390], [2.152, 0.068, -0.161], [1.782, 1.574, 0.064], [0.374, 1.720, -0.526], [-0.173, 0.306, -0.585], [-0.314, -0.012, -1.969], [-1.492, 0.221, -0.014], [-2.294, 1.098, 0.619], [-3.536, 0.686, 0.638], [-3.505, -0.448, -0.041], [-2.290, -0.777, -0.446], [-0.039, -1.616, 1.774], [0.146, 0.252, 2.036], [1.630, -0.753, 2.009], [-0.129, -2.447, -0.480], [1.529, -2.688, 0.339], [1.338, -2.241, -1.571], [2.447, 0.022, -1.332], [2.899, -0.363, 0.500], [1.698, 1.854, 1.110], [2.442, 2.276, -0.408], [-0.183, 2.440, 0.102], [0.404, 2.049, -1.675], [-0.784, -0.836, -2.135], [-1.975, 2.067, 0.933], [-4.456, -1.055, -0.180]],
  "forces_ev_per_a": [[1.68, -1.36, -1.27], [-0.32, -0.05, -1.23], [0.04, -0.17, -2.53], [0.18, 1.68, -2.18], [0.01, -0.55, 0.05], [0.66, 0.82, -2.00], [-0.23, -1.18, -0.92], [0.66, 0.64, -0.06], [-2.36, -0.11, 0.01], [0.43, 0.55, -0.21], [-0.42, 1.38, 0.77], [-0.64, -1.77, -0.24], [-0.29, -1.19, -0.42], [0.47, 1.32, 0.76], [-0.39, -0.07, 0.23], [-1.36, -0.34, 0.68], [0.57, -0.34, 0.46], [-0.62, 0.26, -0.89], [-0.78, 0.71, 3.49], [-0.56, -0.41, 2.77], [0.59, 0.31, -0.31], [0.37, -0.21, 0.30], [0.58, 0.20, -0.12], [0.02, -0.46, -0.77], [-0.16, -0.37, 2.68], [-0.10, -0.09, 0.61], [0.16, 0.13, 0.41], [1.78, 0.68, -0.06]]
}

---

Entry 2:
{
  "formula": "H27O14",
  "method": "ωB97M-V/def2-TZVPD",
  "charge": -1,
  "e_above_lowest_kj_mol": 448.50,
  "homo_lumo_gap_ev": 9.131,
  "elements": ["O", "H", "O", "H", "H", "O", "H", "H", "O", "H", "H", "O", "H", "H", "O", "H", "H", "O", "H", "H", "O", "H", "H", "O", "H", "H", "O", "H", "H", "O", "H", "H", "O", "H", "H", "O", "H", "H", "O", "H", "H"],
  "coordinates": [[-3.861, 0.891, 0.276], [2.459, -0.209, 0.459], [1.411, 3.657, 3.240], [1.009, -4.082, -0.511], [1.656, 3.458, 0.449], [-1.286, 4.432, 2.511], [2.149, 1.900, 0.515], [-3.102, -2.664, 0.072], [-2.278, -2.993, -0.326], [-1.081, 0.930, 3.585], [-1.814, -2.159, -0.195], [-1.448, 1.763, 3.181], [-4.067, 1.697, -0.331], [1.173, 2.674, 2.860], [1.999, -4.056, -0.148], [0.197, -1.969, 0.330], [0.733, -2.516, 2.371], [0.532, -1.724, -0.492], [-0.224, -2.378, -2.543], [2.605, -3.916, -0.840], [2.320, 2.889, 0.850], [-0.376, 4.793, 2.512], [-0.579, 0.066, -3.961], [-1.029, -2.519, -3.164], [-1.737, -2.068, -2.813], [-1.155, 3.650, 3.049], [2.857, -0.283, -3.110], [2.030, 0.215, -3.109], [2.680, -0.840, -2.359], [-0.119, -3.049, 2.685], [0.925, -0.796, -0.198], [-3.406, 1.361, 0.997], [1.675, 0.175, 0.633], [-0.325, 0.890, -1.683], [-0.337, -3.739, 2.137], [-1.393, -0.241, -4.215], [-0.940, 2.050, 2.281], [-1.436, -0.872, -5.075], [0.585, 1.094, -1.871], [2.231, 3.478, 2.607], [1.016, 0.759, -1.011]],
  "forces_ev_per_a": [[-0.27, 2.73, -1.26], [4.37, -2.05, -0.71], [1.68, -4.61, -3.09], [3.67, 0.44, 0.72], [-0.01, -0.23, -0.16], [0.73, 0.63, -0.34], [0.00, 1.64, 1.05], [-0.21, -0.84, -0.19], [-0.86, 0.88, 0.70], [-0.12, 1.31, -1.20], [1.06, -0.01, -0.48], [1.63, 0.10, -2.33], [0.43, -2.29, 1.35], [-0.23, 3.15, 1.87], [-4.09, -1.10, 1.02], [-0.89, -1.07, 2.20], [-2.80, -2.24, 0.59], [0.29, 1.50, -2.40], [-2.37, -0.12, -1.18], [0.61, 0.39, -1.63], [0.04, -1.89, -0.84], [-0.55, -0.21, -0.04], [3.47, 0.55, 0.27], [4.77, -2.35, 0.04], [-2.13, 1.68, 1.45], [-0.30, -0.15, 0.53], [-0.12, 0.17, -0.37], [-0.08, 0.42, -0.11], [0.18, -0.61, 0.59], [3.11, 4.68, 1.78], [0.08, -0.89, 0.21], [-0.08, -0.48, -0.01], [-4.19, 3.00, 0.19], [-0.79, -0.13, -0.13], [-0.23, -2.35, -2.44], [-4.75, -2.16, -3.99], [-1.51, -1.79, 3.23], [1.11, 2.45, 3.55], [0.96, -0.34, 1.07], [-1.50, 1.58, 1.40], [-0.11, 0.63, -0.90]]
}

---

Entry 3:
{
  "formula": "C4H6NOS",
  "method": "ωB97M-V/def2-TZVPD",
  "charge": 1,
  "e_above_lowest_kj_mol": 301.64,
  "homo_lumo_gap_ev": 10.074,
  "smiles": "O=C1S[C@H]1[C@@H]1C[NH2+]1",
  "elements": ["O", "C", "S", "C", "C", "C", "N", "H", "H", "H", "H", "H", "H"],
  "coordinates": [[-3.131, 0.925, -0.583], [-2.387, 0.163, -0.084], [-1.743, -1.349, 0.321], [-0.970, 0.342, 0.717], [0.576, 0.466, 0.349], [1.041, 0.245, -0.986], [1.371, -0.835, -0.082], [-0.980, 0.485, 1.807], [1.111, 1.088, 1.153], [0.270, 0.033, -1.701], [1.674, 1.015, -1.276], [0.913, -1.758, 0.064], [2.256, -0.820, 0.302]],
  "forces_ev_per_a": [[-0.12, -1.19, 0.20], [2.18, 2.34, 0.09], [-0.34, -0.13, 0.06], [1.34, -1.60, 0.85], [-2.62, 0.02, 2.00], [-2.02, 0.67, -0.65], [-1.75, 0.02, 1.14], [-0.75, 0.14, -0.50], [-0.51, -1.00, -1.73], [-0.15, -0.39, -0.32], [2.31, 0.21, -0.97], [-0.02, 1.01, -0.99], [2.45, -0.10, 0.82]]
}

---

Number 1: E_LUMO 0.81 eV. Number 2: E_LUMO 2.50 eV. Number 3: E_LUMO -3.86 eV.